1.
{"formula": "C6H14O", "method": "wB97M-V/def2-TZVPD", "lumo_ev": 0.95, "max_force_ev_per_a": 3.8, "de_lowest_kcal_mol": 13.0, "mol_weight_g_mol": 102.177, "charge": 0, "smiles": "CC(C)C(C)(C)O", "multiplicity": 1, "e_tot_ha": -312.234251, "elements": ["C", "C", "C", "C", "C", "C", "O", "H", "H", "H", "H", "H", "H", "H", "H", "H", "H", "H", "H", "H", "H"], "xyz": [[1.257, -1.366, -0.323], [0.893, 0.095, -0.074], [1.547, 0.602, 1.210], [-0.558, 0.480, -0.248], [-1.402, -0.339, 0.938], [-1.151, 0.155, -1.616], [-0.721, 1.865, -0.010], [0.998, -1.989, 0.539], [0.759, -1.779, -1.202], [2.336, -1.456, -0.484], [1.368, 0.728, -0.972], [2.636, 0.517, 1.132], [1.226, 0.013, 2.074], [1.319, 1.652, 1.407], [-0.988, -1.293, 1.269], [-1.509, 0.314, 1.809], [-2.414, -0.558, 0.585], [-0.653, 0.741, -2.396], [-2.211, 0.430, -1.639], [-1.075, -0.903, -1.869], [-1.657, 2.092, -0.130]], "forces_ev_per_angstrom": [[-0.2, 0.0, 0.0], [1.8, 2.1, -2.6], [0.0, 0.1, 0.0], [-2.1, -2.1, 2.3], [0.1, 1.0, -1.3], [0.2, 0.0, -0.1], [0.0, 0.3, 0.0], [0.0, 0.0, -0.1], [0.0, 0.0, 0.0], [-0.2, 0.0, 0.1], [-0.5, -1.2, 1.7], [-0.2, -0.1, 0.0], [0.0, 0.0, 0.0], [-0.1, -0.1, -0.1], [0.3, 0.1, -0.2], [0.2, 0.0, -0.1], [0.0, 0.1, -0.1], [0.1, -0.1, 0.1], [0.1, -0.1, 0.1], [0.0, 0.1, 0.0], [0.4, -0.2, 0.0]], "lowdin_charge": [-0.072, -0.402, -0.070, -0.573, 0.001, -0.039, -0.033, 0.075, 0.069, 0.082, 0.176, 0.080, 0.080, 0.078, 0.060, 0.072, 0.063, 0.090, 0.083, 0.077, 0.105]}

=====

2.
{"formula": "C6H14O", "method": "wB97M-V/def2-TZVPD", "lumo_ev": 1.13, "max_force_ev_per_a": 0.3, "de_lowest_kcal_mol": 18.6, "mol_weight_g_mol": 102.177, "charge": 0, "smiles": "CCCCCOC", "multiplicity": 1, "e_tot_ha": -312.225385, "elements": ["C", "C", "C", "C", "C", "O", "C", "H", "H", "H", "H", "H", "H", "H", "H", "H", "H", "H", "H", "H", "H"], "xyz": [[-2.004, -1.057, -0.759], [-2.357, -0.017, 0.305], [-1.287, 1.061, 0.523], [0.068, 0.518, 1.011], [1.096, 0.292, -0.089], [2.267, -0.212, 0.507], [3.317, -0.359, -0.410], [-2.794, -1.809, -0.857], [-1.077, -1.588, -0.509], [-1.869, -0.586, -1.742], [-3.306, 0.466, 0.031], [-2.535, -0.526, 1.263], [-1.152, 1.643, -0.403], [-1.674, 1.773, 1.264], [-0.080, -0.431, 1.542], [0.518, 1.208, 1.735], [0.723, -0.414, -0.852], [1.313, 1.242, -0.613], [3.060, -1.059, -1.221], [4.178, -0.753, 0.137], [3.596, 0.606, -0.864]], "forces_ev_per_angstrom": [[0.1, 0.0, 0.0], [-0.1, 0.0, 0.0], [0.0, 0.1, 0.0], [0.0, 0.0, 0.0], [-0.3, 0.1, -0.1], [0.0, 0.0, 0.1], [0.3, -0.1, -0.2], [0.1, 0.1, 0.0], [-0.2, 0.1, 0.0], [0.0, -0.1, 0.2], [0.2, -0.1, 0.1], [0.0, 0.1, -0.1], [0.0, -0.1, 0.2], [0.1, -0.1, -0.1], [0.0, 0.1, -0.1], [-0.1, -0.1, -0.1], [0.1, 0.1, 0.1], [0.0, -0.1, 0.1], [0.0, 0.1, 0.1], [-0.1, 0.1, -0.1], [-0.1, -0.1, 0.1]], "lowdin_charge": [-0.119, -0.273, -0.218, -0.180, -0.265, -0.190, -0.127, 0.069, 0.062, 0.077, 0.103, 0.106, 0.112, 0.105, 0.119, 0.114, 0.112, 0.128, 0.089, 0.088, 0.088]}

=====

3.
{"formula": "C6H14O", "method": "wB97M-V/def2-TZVPD", "lumo_ev": 1.05, "max_force_ev_per_a": 0.3, "de_lowest_kcal_mol": 41.6, "mol_weight_g_mol": 102.177, "charge": 0, "smiles": "C=CCCOC.C", "multiplicity": 1, "e_tot_ha": -312.188816, "elements": ["C", "C", "C", "C", "O", "C", "H", "H", "H", "H", "H", "H", "H", "H", "H", "H", "C", "H", "H", "H", "H"], "xyz": [[1.674, 1.409, 1.109], [0.767, 1.539, 0.146], [-0.631, 0.993, 0.230], [-0.978, -0.042, -0.837], [-2.342, -0.352, -0.671], [-2.805, -1.314, -1.582], [1.461, 0.852, 2.021], [2.694, 1.770, 0.996], [1.047, 2.054, -0.776], [-1.359, 1.808, 0.129], [-0.792, 0.536, 1.213], [-0.793, 0.357, -1.850], [-0.359, -0.951, -0.725], [-2.696, -0.973, -2.624], [-3.866, -1.475, -1.372], [-2.270, -2.271, -1.470], [2.886, -1.252, 0.255], [3.607, -0.837, 0.968], [3.409, -1.682, -0.601], [2.287, -2.013, 0.762], [2.231, -0.456, -0.084]], "forces_ev_per_angstrom": [[-0.2, 0.1, -0.1], [0.1, 0.1, 0.2], [0.0, 0.0, 0.1], [0.3, 0.1, 0.0], [0.0, 0.0, 0.0], [-0.1, -0.2, -0.2], [0.0, 0.2, -0.1], [-0.2, 0.1, 0.0], [-0.1, -0.1, 0.1], [0.1, -0.1, 0.0], [0.0, 0.1, -0.1], [0.0, 0.0, 0.2], [-0.1, 0.2, 0.0], [0.0, 0.0, 0.2], [0.2, 0.0, -0.1], [-0.1, 0.2, 0.0], [0.1, -0.1, 0.0], [-0.1, -0.1, -0.2], [0.0, -0.1, 0.2], [0.1, 0.0, -0.1], [0.2, -0.3, 0.0]], "lowdin_charge": [-0.039, -0.200, -0.181, -0.253, -0.195, -0.124, 0.073, 0.065, 0.107, 0.121, 0.118, 0.128, 0.124, 0.088, 0.089, 0.088, -0.052, 0.025, 0.020, 0.026, -0.027]}

=====

4.
{"formula": "C6H14O", "method": "wB97M-V/def2-TZVPD", "lumo_ev": 0.66, "max_force_ev_per_a": 0.8, "de_lowest_kcal_mol": 59.8, "mol_weight_g_mol": 102.177, "charge": 0, "smiles": "C=C(C)C.C=O.C", "multiplicity": 1, "e_tot_ha": -312.159714, "elements": ["C", "C", "C", "C", "H", "H", "H", "H", "H", "H", "H", "H", "C", "O", "H", "H", "C", "H", "H", "H", "H"], "xyz": [[-0.469, -0.336, 1.271], [-0.970, 0.376, 0.262], [-1.200, 1.851, 0.454], [-1.620, -0.319, -0.914], [-0.605, -1.411, 1.307], [0.042, 0.126, 2.113], [-0.497, 2.289, 1.173], [-2.202, 1.921, 0.890], [-1.194, 2.449, -0.464], [-0.990, -1.127, -1.308], [-1.835, 0.370, -1.740], [-2.562, -0.758, -0.576], [1.094, 0.950, -1.114], [1.627, -0.062, -1.490], [0.281, 1.420, -1.692], [1.415, 1.510, -0.214], [1.946, -1.863, 0.410], [1.868, -2.554, 1.253], [2.911, -1.353, 0.382], [1.785, -2.373, -0.544], [1.175, -1.107, 0.542]], "forces_ev_per_angstrom": [[-0.5, 0.2, 0.1], [-0.5, -0.2, 0.6], [-0.1, 0.2, 0.0], [-0.1, 0.0, 0.0], [0.3, 0.1, -0.1], [-0.3, 0.0, 0.0], [-0.1, -0.1, -0.1], [0.1, 0.3, -0.1], [0.0, -0.2, 0.1], [-0.1, 0.2, 0.2], [0.0, -0.1, 0.2], [-0.1, 0.0, -0.2], [0.5, -0.1, -0.4], [-0.1, 0.7, -0.2], [0.0, 0.0, 0.0], [0.1, -0.1, -0.1], [0.1, -0.1, 0.1], [0.2, -0.1, -0.1], [0.0, -0.3, 0.1], [0.1, 0.0, 0.3], [0.5, -0.3, -0.2]], "lowdin_charge": [-0.010, -0.480, -0.091, -0.065, 0.082, 0.090, 0.084, 0.090, 0.074, 0.086, 0.080, 0.085, -0.172, -0.019, 0.084, 0.102, -0.060, 0.030, 0.032, 0.033, -0.054]}

=====

5.
{"formula": "C6H14O", "method": "wB97M-V/def2-TZVPD", "lumo_ev": 0.77, "max_force_ev_per_a": 1.5, "de_lowest_kcal_mol": 24.5, "mol_weight_g_mol": 102.177, "charge": 0, "smiles": "C/C=C(\\C)CC.O", "multiplicity": 1, "e_tot_ha": -312.215989, "elements": ["C", "C", "C", "C", "C", "C", "H", "H", "H", "H", "H", "H", "H", "H", "H", "H", "H", "H", "O", "H", "H"], "xyz": [[-0.990, -1.363, -0.596], [-0.478, -0.031, -1.042], [0.407, 0.725, -0.375], [1.013, 0.343, 0.965], [0.943, 1.987, -0.987], [0.478, 3.186, -0.228], [-0.462, -2.246, -0.994], [-2.038, -1.395, -0.938], [-0.978, -1.413, 0.506], [-0.761, 0.232, -2.070], [0.381, 0.890, 1.684], [2.046, 0.721, 1.044], [1.008, -0.727, 1.235], [0.547, 1.990, -2.021], [2.047, 2.043, -1.049], [0.781, 4.163, -0.639], [0.890, 3.090, 0.791], [-0.623, 3.156, -0.166], [-1.098, -5.326, 1.473], [-2.034, -5.613, 1.566], [-1.080, -4.413, 1.841]], "forces_ev_per_angstrom": [[-0.8, 0.2, 0.5], [1.1, -0.1, -0.3], [0.7, -1.2, -0.5], [-0.6, 0.5, 0.2], [-0.1, -0.2, -1.4], [-0.5, 0.7, 0.9], [-0.1, 0.5, 0.0], [0.3, -0.5, 0.3], [-0.1, -0.2, -0.4], [0.1, 0.3, 0.5], [0.5, -0.3, 0.3], [-0.4, -0.1, 0.0], [-0.1, 0.5, -0.4], [0.3, 0.3, 0.3], [-0.4, -0.5, 0.0], [0.0, -0.5, 0.1], [-0.3, 0.4, -0.2], [0.4, 0.2, 0.1], [-0.9, 0.6, 0.5], [1.0, 0.4, -0.1], [-0.1, -1.0, -0.4]], "lowdin_charge": [-0.112, -0.140, -0.330, -0.058, -0.265, -0.123, 0.083, 0.073, 0.063, 0.105, 0.086, 0.084, 0.073, 0.108, 0.119, 0.077, 0.072, 0.086, -0.090, 0.047, 0.041]}

=====

6.
{"formula": "C6H14O", "method": "wB97M-V/def2-TZVPD", "lumo_ev": 0.95, "max_force_ev_per_a": 1.5, "de_lowest_kcal_mol": 16.2, "mol_weight_g_mol": 102.177, "charge": 0, "smiles": "CC(C)CCCO", "multiplicity": 1, "e_tot_ha": -312.229203, "elements": ["C", "C", "C", "C", "C", "C", "O", "H", "H", "H", "H", "H", "H", "H", "H", "H", "H", "H", "H", "H", "H"], "xyz": [[-0.608, 1.502, 1.737], [-0.459, 0.339, 0.723], [-0.555, -1.015, 1.402], [0.881, 0.502, 0.000], [1.277, -0.468, -1.120], [0.077, -0.796, -2.005], [-0.484, 0.397, -2.521], [0.016, 2.330, 1.410], [-1.639, 1.758, 1.961], [-0.226, 1.159, 2.709], [-1.260, 0.503, -0.005], [-0.170, -1.808, 0.739], [0.135, -1.092, 2.243], [-1.564, -1.360, 1.609], [0.968, 1.513, -0.405], [1.611, 0.515, 0.786], [1.638, -1.409, -0.697], [2.056, -0.012, -1.717], [-0.629, -1.369, -1.395], [0.360, -1.457, -2.834], [-1.427, 0.269, -2.619]], "forces_ev_per_angstrom": [[0.5, -1.1, 0.5], [-0.3, 0.8, -0.2], [0.5, -1.0, -1.0], [0.1, 0.6, -0.2], [-1.0, -0.1, 0.3], [0.4, -0.5, 0.1], [0.0, 0.1, 0.1], [-0.4, 0.4, 0.1], [-0.1, 0.3, -0.4], [0.2, 0.2, -0.1], [0.0, -0.4, 0.0], [-0.1, 0.2, -0.1], [-0.4, 0.2, 0.4], [-0.1, 0.3, 0.6], [-0.4, 0.0, -0.1], [0.9, -0.3, 0.5], [0.2, 0.0, -0.1], [0.3, 0.0, -0.1], [-0.2, 0.2, -0.1], [0.1, 0.0, 0.0], [-0.2, 0.0, -0.1]], "lowdin_charge": [-0.070, -0.434, -0.080, -0.203, -0.173, -0.280, -0.059, 0.071, 0.072, 0.073, 0.121, 0.064, 0.083, 0.079, 0.111, 0.108, 0.109, 0.108, 0.104, 0.113, 0.084]}